Computed, not measured: a 4-piece molecular cluster, C37H42F29N3O9PS overall, with ωB97M-V/def2-TZVPD.

Summary:
HOMO energy ... -4.36 eV
E_LUMO ... 1.401 eV
F_max ... 3.88 eV Å⁻¹
Multiplicity ... 1
Total energy ... -160879.7181 eV
Charge ... -1

Positions of all 122 atoms, in Å:
N (2.2810, -4.8487, 3.4576)
C (1.2841, -4.3881, 4.4305)
P (0.0820, -3.0167, 3.7534)
C (-1.4211, -4.0531, 4.2740)
C (-2.8466, -3.5618, 3.8711)
C (-3.6490, -2.8560, 5.0162)
C (-3.3214, -1.3853, 5.2685)
F (-2.0696, -1.1679, 5.6710)
F (-4.0921, -1.0104, 6.3579)
C (-3.7385, -0.3872, 4.1205)
F (-2.7200, 0.4060, 3.8233)
F (-4.7066, 0.4422, 4.5616)
F (-4.2492, -0.9804, 3.0528)
O (-0.8254, -1.6773, 3.0662)
C (0.0186, -0.8830, 2.3067)
O (0.6092, -1.5414, 1.1657)
C (-0.5811, 0.4053, 1.7002)
C (-1.7845, 0.1444, 0.7445)
C (-1.7786, 1.1182, -0.4792)
C (-1.2342, 0.4555, -1.7503)
O (-1.7738, 0.5500, -2.8182)
O (-0.0678, -0.2861, -1.6793)
C (1.2919, -0.7251, 3.2258)
C (2.4437, 0.1324, 2.6924)
C (2.1475, 1.6520, 2.8320)
C (2.8731, 2.4843, 1.7652)
O (3.8292, 2.0125, 1.2129)
N (2.4256, 3.8259, 1.4683)
C (1.6343, 3.8191, 0.2740)
C (2.1380, 3.1819, -0.9020)
C (1.3518, 3.1219, -2.0735)
C (0.0534, 3.6865, -2.1342)
C (-0.4403, 4.3594, -0.9934)
C (0.3555, 4.4113, 0.1842)
N (0.7129, -0.0439, 4.4799)
C (1.4346, -0.1038, 5.4498)
S (2.3348, -0.4889, 6.7229)
O (1.5787, -2.0254, 3.5950)
H (1.8823, -5.0271, 2.5460)
H (3.0678, -4.2229, 3.4035)
H (0.7535, -5.2272, 4.9137)
H (1.8493, -3.8877, 5.2390)
H (0.2086, -3.6388, 2.4479)
H (0.0761, -2.5076, 5.1116)
H (-1.3046, -5.0650, 3.8320)
H (-1.4153, -4.2081, 5.3662)
H (-3.4441, -4.4844, 3.7054)
H (-2.9086, -3.0251, 2.9167)
H (-4.7313, -2.8991, 4.8032)
H (-3.4814, -3.4010, 5.9582)
H (-0.0478, -2.1892, 0.8862)
H (0.2125, 0.8415, 1.0683)
H (-0.8300, 1.1625, 2.4618)
H (-2.7154, 0.2044, 1.3225)
H (-1.7245, -0.8814, 0.3446)
H (-2.8244, 1.3519, -0.7207)
H (-1.2015, 2.0353, -0.2773)
H (0.6112, 0.1849, -2.1744)
H (3.3173, -0.0780, 3.3341)
H (2.7382, -0.1619, 1.6785)
H (2.5887, 1.9661, 3.7979)
H (1.0749, 1.8703, 2.8983)
H (1.7684, 4.0601, 2.2131)
H (3.1174, 2.7052, -0.9266)
H (1.7762, 2.6208, -2.9478)
H (-0.5217, 3.5926, -3.0428)
H (-1.4354, 4.8039, -1.0344)
H (-0.0796, 4.9421, 1.0355)
C (0.8404, 5.3224, -7.8206)
C (-0.0331, 6.1070, -8.8197)
C (-0.6457, 7.4238, -8.3382)
F (-1.4857, 7.2529, -7.3030)
F (-1.3676, 7.9827, -9.3431)
F (-0.9924, 5.2894, -9.3059)
F (0.7753, 6.4200, -9.8743)
O (0.2400, 4.2270, -7.1285)
C (-0.4667, 4.4425, -5.9527)
C (-1.9434, 4.0654, -6.0846)
F (-2.5452, 4.7789, -7.0559)
F (-2.5872, 4.3308, -4.9256)
F (-0.2886, 5.7010, -5.5198)
F (0.0897, 3.6376, -5.0217)
H (1.6129, 4.8461, -8.4270)
H (1.3806, 5.9816, -7.1402)
H (0.1343, 8.1337, -8.0483)
H (-2.0506, 3.0043, -6.3185)
C (4.6436, 1.7784, -10.7215)
C (6.0984, 1.2673, -10.7537)
C (6.6734, 0.6978, -9.4548)
F (6.7136, 1.6109, -8.4685)
F (7.9479, 0.2892, -9.6675)
F (6.8975, 2.2428, -11.2379)
F (6.1296, 0.2566, -11.6673)
O (4.4317, 3.1834, -10.5818)
C (4.3961, 3.7620, -9.3225)
C (5.5268, 4.7713, -9.1146)
F (6.7305, 4.1902, -9.2592)
F (5.4639, 5.2756, -7.8617)
F (4.3594, 2.8184, -8.3713)
F (3.2154, 4.4283, -9.2422)
H (4.2419, 1.5584, -11.7102)
H (4.0234, 1.2076, -10.0304)
H (6.0936, -0.1656, -9.1161)
H (5.4493, 5.5894, -9.8338)
C (-5.4464, -6.4078, 8.5034)
C (-5.5779, -7.1300, 9.8599)
C (-4.7084, -6.6253, 11.0136)
F (-3.3954, -6.7430, 10.7582)
F (-4.9615, -7.3622, 12.1262)
F (-5.3957, -8.4557, 9.6754)
F (-6.8750, -6.9726, 10.2557)
O (-4.6263, -7.0036, 7.5031)
C (-3.2564, -6.7503, 7.4821)
C (-2.4289, -8.0163, 7.7127)
F (-2.7227, -8.5833, 8.9018)
F (-1.1154, -7.7108, 7.7228)
F (-2.9496, -5.7644, 8.3413)
F (-2.9789, -6.2829, 6.2535)
H (-6.4443, -6.4409, 8.0661)
H (-5.2249, -5.3471, 8.6243)
H (-4.9329, -5.5798, 11.2430)
H (-2.6195, -8.7482, 6.9253)

Force components x, y, z for each atom (eV/Å):
N -0.1 -1.0 0.6
C 0.5 0.9 0.0
P 0.8 -2.3 3.0
C -1.0 0.1 -1.1
C -0.7 -1.1 0.7
C 0.5 0.1 -0.9
C -0.9 -0.8 0.7
F 0.2 0.0 -0.5
F -0.2 0.0 0.0
C 0.1 0.7 1.3
F 0.2 -0.1 -0.6
F -0.3 0.0 0.1
F 0.4 -0.3 -0.5
O 0.0 0.3 -1.2
C 1.4 0.5 -0.2
O -0.8 -0.2 0.1
C -0.3 0.0 -0.1
C 0.7 0.0 0.2
C -0.4 -1.2 0.2
C 0.2 0.2 -0.4
O -0.3 0.3 0.0
O -0.3 0.5 1.1
C -1.4 -1.0 -0.2
C 0.3 -0.1 0.6
C 0.4 0.3 0.1
C 0.4 -0.8 0.6
O 0.1 0.4 -0.4
N -1.4 -0.7 0.4
C -0.1 -0.3 -2.0
C -0.9 0.3 -0.3
C -0.3 0.4 0.8
C 0.8 0.1 1.1
C 1.4 -0.7 -0.3
C -0.4 0.1 -0.4
N 1.6 0.9 1.3
C -0.5 -0.9 0.2
S -0.6 0.7 -0.8
O 0.6 1.6 -1.4
H 0.1 0.3 -0.1
H -0.2 0.2 -0.3
H 0.1 0.1 -0.4
H -0.3 -0.2 -0.3
H -0.1 0.4 0.0
H -0.3 0.6 -0.4
H 0.1 0.4 0.1
H 0.3 0.2 -0.3
H 0.1 0.4 0.0
H 0.3 0.1 0.4
H 0.4 0.1 0.0
H 0.0 0.3 -0.2
H 0.2 -0.2 -0.1
H -0.1 -0.3 0.3
H -0.1 -0.4 -0.2
H 0.2 0.1 -0.4
H 0.0 0.3 0.3
H 0.4 0.3 -0.1
H -0.2 -0.4 -0.1
H 0.0 -0.1 -0.2
H -0.3 -0.1 -0.3
H -0.4 0.1 0.2
H -0.3 0.1 -0.3
H 0.4 0.1 -0.2
H 0.3 0.3 0.0
H -0.3 0.3 0.3
H -0.2 0.2 0.2
H -0.1 0.1 0.3
H 0.3 -0.1 0.2
H 0.3 -0.2 0.0
C 0.6 -0.3 0.0
C -0.2 -0.8 0.2
C -0.1 0.6 -0.2
F 0.0 -0.2 0.1
F 0.1 -0.1 -0.1
F -0.1 0.1 0.0
F 0.1 0.3 0.1
O -0.8 0.5 0.0
C 1.2 0.1 -0.5
C -0.5 -0.3 0.0
F 0.1 0.1 -0.1
F 0.2 0.0 0.1
F -0.3 0.1 0.1
F -0.2 -0.2 -0.3
H -0.6 0.2 0.2
H -0.3 0.2 0.1
H 0.1 -0.1 0.0
H 0.2 0.0 0.1
C -0.6 -0.1 -0.3
C -0.1 0.8 -0.3
C 0.3 -0.5 0.2
F -0.2 0.2 -0.1
F -0.1 0.0 -0.2
F 0.1 0.0 0.2
F -0.1 -0.2 0.2
O 0.7 0.1 0.6
C -0.5 -1.1 -0.7
C 0.3 0.5 0.0
F -0.1 -0.2 0.0
F -0.2 -0.1 0.0
F 0.2 0.2 0.3
F 0.6 0.2 -0.2
H 0.2 0.1 0.0
H 0.2 0.0 0.2
H -0.1 0.0 -0.1
H -0.2 0.0 0.0
C -0.3 0.4 -0.5
C 0.2 -0.5 -0.7
C 0.0 0.2 0.6
F 0.0 -0.1 -0.2
F -0.2 0.0 -0.1
F 0.1 0.0 0.1
F 0.0 0.3 0.2
O 0.5 -0.4 0.7
C -1.0 0.8 -0.2
C 0.3 -0.4 0.0
F -0.2 0.1 0.0
F -0.1 0.2 -0.1
F 0.3 -0.2 0.2
F 0.2 -0.2 -0.1
H 0.0 -0.2 0.1
H 0.2 -0.1 0.2
H -0.1 0.0 -0.1
H -0.1 0.1 -0.1